No. 1
A cluster of 7 separate species, C13H43N3O7 in total at a distorted geometry. Source: the Open Molecules 2025 dataset; level of theory: ωB97M-V/def2-TZVPD.

Positions of all 66 atoms, in Å:
C  -8.05  -2.00  3.59
C  -7.88  -3.42  3.88
C  -6.47  -4.06  3.67
O  -6.10  -3.91  2.32
C  -4.93  -4.61  1.98
N  -8.16  -3.53  5.32
H  -7.62  -1.34  4.34
H  -9.09  -1.69  3.47
H  -7.59  -1.74  2.64
H  -8.68  -3.98  3.40
H  -6.53  -5.12  3.91
H  -5.71  -3.54  4.25
H  -5.02  -5.70  2.06
H  -4.03  -4.23  2.45
H  -4.96  -4.51  0.90
H  -9.00  -3.00  5.54
H  -7.36  -3.09  5.74
C  -0.05  5.50  0.44
C  -0.86  4.29  0.85
C  -1.17  4.09  2.46
O  -0.04  3.83  3.42
C  0.61  2.54  3.23
N  -2.09  4.09  0.10
H  0.96  5.45  0.85
H  -0.45  6.42  0.87
H  -0.11  5.63  -0.64
H  -0.14  3.50  0.65
H  -1.96  3.39  2.71
H  -1.70  4.95  2.86
H  1.07  2.44  2.24
H  0.08  1.60  3.38
H  1.50  2.48  3.86
H  -2.46  3.23  0.49
H  -2.76  4.84  0.24
C  5.44  1.77  -3.21
C  6.81  1.74  -3.87
C  6.77  0.75  -5.02
O  7.97  0.63  -5.85
C  9.03  -0.01  -5.17
N  7.18  2.99  -4.51
H  5.28  2.72  -2.71
H  5.42  0.93  -2.52
H  4.69  1.68  -4.01
H  7.45  1.44  -3.05
H  6.11  1.01  -5.84
H  6.37  -0.19  -4.65
H  9.86  -0.18  -5.86
H  8.71  -0.97  -4.76
H  9.36  0.52  -4.28
H  8.06  2.96  -5.00
H  7.33  3.62  -3.74
O  0.59  -1.35  0.22
H  0.72  -2.02  0.90
H  1.40  -0.84  0.22
O  2.69  -4.09  3.34
H  3.64  -4.14  3.44
H  2.34  -4.52  4.12
O  -3.61  -0.35  0.63
H  -2.74  -0.32  0.25
H  -3.79  -1.28  0.76
C  0.72  -2.09  -4.84
O  -0.02  -1.11  -4.12
H  0.45  -3.08  -4.47
H  0.55  -1.93  -5.90
H  1.77  -1.82  -4.75
H  0.22  -1.29  -3.21

- Kohn-Sham gap: 9.11 eV
- SMILES: COC[C@H](C)N.COC[C@H](C)N.COC[C@H](C)N.CO.O.O.O
- Max |F|: 3.14 eV/Å
- E_tot: -32976.7937 eV

The net atomic charges from Mulliken, expressed in e, are: -1.40 0.45 -0.60 -0.29 -0.81 -0.75 0.31 0.37 0.35 0.24 0.36 0.30 0.36 0.30 0.27 0.28 0.28 -1.38 0.72 -0.80 -0.35 -0.76 -0.68 0.32 0.33 0.37 0.10 0.39 0.36 0.26 0.32 0.32 0.24 0.25 -1.41 0.65 -0.81 -0.37 -0.72 -0.74 0.37 0.36 0.31 0.23 0.35 0.43 0.27 0.32 0.26 0.24 0.26 -0.62 0.31 0.31 -0.64 0.32 0.32 -0.63 0.33 0.29 -0.48 -0.48 0.23 0.22 0.21 0.30

=====

No. 2
A cluster of 2 separate species, C2H2FIO in total at a distorted geometry. Source: the Open Molecules 2025 dataset; level of theory: ωB97M-V/def2-TZVPD.

Positions of all 7 atoms, in Å:
C  0.77  0.15  -0.66
C  -0.41  0.21  0.30
O  1.28  1.13  -1.19
F  -0.67  1.41  0.80
I  -2.27  -0.68  -0.13
H  1.17  -0.87  -0.75
H  0.13  -1.36  1.63

- Kohn-Sham gap (spin up / spin down): 8.22 / 8.51 eV
- Max |F|: 2.25 eV/Å
- E_tot: -14967.1569 eV

The net atomic charges from Mulliken, expressed in e, are: 0.17 -0.13 -0.43 -0.20 0.16 0.31 0.12

=====

No. 3
A cluster of 2 separate species, C2H9NO in total at a distorted geometry. Source: the Open Molecules 2025 dataset; level of theory: ωB97M-V/def2-TZVPD.

Positions of all 13 atoms, in Å:
C  2.86  1.02  2.41
N  -5.84  -2.47  -3.52
H  3.74  1.58  2.05
H  2.23  1.79  2.89
H  3.15  0.29  3.14
H  -6.31  -1.79  -4.12
H  -5.43  -3.12  -4.18
H  -5.04  -1.96  -3.14
C  1.61  1.16  0.42
O  2.19  0.34  1.39
H  0.58  0.84  0.25
H  1.52  2.22  0.68
H  2.15  1.14  -0.53

- Kohn-Sham gap: 10.88 eV
- SMILES: COC.N
- Max |F|: 1.03 eV/Å
- E_tot: -5756.6272 eV

The net atomic charges from Mulliken, expressed in e, are: -0.63 -0.66 0.29 0.29 0.23 0.22 0.22 0.22 -0.65 -0.33 0.24 0.31 0.24

=====

No. 4
A cluster of 2 separate species, C2HNOS2 in total at a distorted geometry. Source: the Open Molecules 2025 dataset; level of theory: ωB97M-V/def2-TZVPD.

Positions of all 7 atoms, in Å:
C  0.73  2.50  0.15
C  -0.34  -2.70  0.20
N  -0.06  1.74  -0.22
O  -0.84  -2.63  1.21
S  0.25  -2.87  -1.21
S  -0.91  0.59  -0.72
H  1.17  3.37  0.60

- Kohn-Sham gap: 9.29 eV
- SMILES: C#[N+][S-].O=C=S
- Max |F|: 3.65 eV/Å
- E_tot: -27296.3206 eV

The net atomic charges from Mulliken, expressed in e, are: -0.12 0.57 -0.03 -0.28 -0.31 -0.19 0.35

=====

No. 5
A structure of composition C42H32ClN4O10PV at a distorted geometry. Source: the Open Molecules 2025 dataset; level of theory: ωB97M-V/def2-TZVPD.

Positions of all 91 atoms, in Å:
V  0.83  -0.62  0.97
O  5.80  1.45  -2.23
C  4.72  1.00  -1.52
C  4.51  1.39  -0.20
C  3.38  0.92  0.43
N  2.50  0.16  -0.19
C  2.74  -0.29  -1.42
C  3.84  0.12  -2.14
C  1.79  -1.39  -1.88
O  1.84  -1.76  -3.06
O  1.04  -1.82  -0.95
C  3.07  1.10  1.90
O  3.78  1.82  2.59
O  2.08  0.38  2.27
H  6.27  2.09  -1.69
H  5.19  2.03  0.35
H  4.00  -0.25  -3.14
C  5.06  -2.62  1.75
O  4.60  -3.30  0.59
C  3.42  -3.98  0.72
C  3.39  -5.32  0.39
C  2.21  -6.06  0.43
C  1.05  -5.43  0.83
C  1.04  -4.07  1.15
C  -0.17  -3.47  1.66
N  -0.33  -2.21  1.85
N  -1.45  -1.83  2.54
C  -1.33  -0.56  2.84
O  -0.35  0.18  2.52
C  -2.44  0.08  3.62
C  -2.34  1.43  3.93
C  -3.36  2.06  4.63
C  -4.49  1.35  5.01
C  -4.59  0.00  4.70
C  -3.57  -0.63  4.00
C  2.22  -3.29  1.08
O  2.26  -2.04  1.35
H  5.87  -1.98  1.44
H  5.43  -3.35  2.49
H  4.27  -2.02  2.20
H  4.33  -5.78  0.08
H  2.21  -7.11  0.16
H  0.12  -5.99  0.90
H  -0.97  -4.13  2.00
H  -1.46  1.97  3.60
H  -3.28  3.12  4.86
H  -5.29  1.85  5.55
H  -5.47  -0.56  4.99
H  -3.63  -1.68  3.74
N  -0.51  -0.06  -0.02
P  -1.39  0.49  -1.18
C  -0.50  0.85  -2.71
C  0.58  1.73  -2.65
C  1.30  2.00  -3.81
C  0.96  1.39  -5.00
C  -0.11  0.51  -5.06
C  -0.84  0.24  -3.91
C  -2.29  2.00  -0.74
C  -2.37  3.10  -1.58
C  -3.04  4.24  -1.16
C  -3.63  4.27  0.10
C  -3.55  3.17  0.93
C  -2.88  2.03  0.51
C  -2.65  -0.75  -1.59
C  -3.92  -0.43  -2.05
C  -4.82  -1.43  -2.35
C  -4.46  -2.76  -2.19
C  -3.19  -3.09  -1.73
C  -2.28  -2.09  -1.43
H  0.84  2.20  -1.70
H  2.14  2.68  -3.75
H  1.53  1.60  -5.90
H  -0.37  0.01  -5.99
H  -1.66  -0.47  -3.95
H  -1.88  3.09  -2.55
H  -3.07  5.11  -1.80
H  -4.12  5.18  0.44
H  -3.98  3.20  1.93
H  -2.78  1.18  1.18
H  -4.20  0.62  -2.16
H  -5.82  -1.17  -2.70
H  -5.17  -3.55  -2.42
H  -2.91  -4.13  -1.61
H  -1.28  -2.32  -1.09
Cl  3.04  4.32  -1.26
C  2.28  4.57  0.37
C  0.81  4.06  0.40
O  -0.03  4.90  0.78
O  0.66  2.86  0.08
H  2.34  5.64  0.56
H  2.89  4.01  1.07

- Kohn-Sham gap (spin up / spin down): 6.74 / 6.84 eV
- Max |F|: 1.08 eV/Å
- Expectation value of S²: 0.770
- Net charge: -2
- E_tot: -118013.9655 eV
- Multiplicity: 2

The net atomic charges from Mulliken, expressed in e, are: -0.31 -0.62 1.03 -0.56 -0.27 2.38 0.06 -1.01 0.14 -0.88 -0.35 -0.01 -0.85 -0.46 0.31 0.35 0.58 -0.61 -0.51 0.07 -0.43 -0.71 -0.90 0.60 -0.76 1.48 -1.17 0.35 -0.56 0.31 -0.25 -0.67 -0.37 -0.63 -0.32 0.86 -0.56 0.24 0.31 0.14 0.43 0.35 0.38 0.32 0.45 0.42 0.37 0.38 0.45 1.58 0.54 0.07 0.91 -0.67 -0.65 -0.69 -0.65 0.43 -0.60 -0.62 -0.56 -0.56 -0.37 0.11 -0.47 -0.69 -0.55 -0.92 0.11 -0.42 0.39 0.33 0.34 0.35 0.36 0.36 0.35 0.39 0.19 0.40 0.39 0.35 0.44 0.32 -0.27 -0.12 0.07 -0.81 -0.61 0.39 0.05

=====

No. 6
The molecule C3H4N2O3 at a distorted geometry. Source: the Open Molecules 2025 dataset; level of theory: ωB97M-V/def2-TZVPD.

Positions of all 12 atoms, in Å:
C  -0.31  0.45  -0.25
C  0.86  1.02  0.07
C  1.86  -0.10  -0.02
H  -2.25  0.24  0.04
H  -1.63  1.74  0.47
H  1.18  2.05  0.23
H  -1.21  -2.44  0.00
N  -1.55  0.95  -0.18
N  -0.23  -0.96  -0.58
O  3.04  -0.09  0.04
O  1.18  -1.27  -0.26
O  -0.94  -1.59  0.42

- Kohn-Sham gap: 9.84 eV
- SMILES: Nc1cc(=O)on1O
- Max |F|: 2.36 eV/Å
- E_tot: -12295.5865 eV

The net atomic charges from Mulliken, expressed in e, are: 0.51 -0.59 0.52 0.30 0.25 0.36 0.38 -0.51 -0.02 -0.54 -0.22 -0.43

=====

| no. | molecular weight (g/mol) |
| --- | --- |
| 1 | 353.5 |
| 2 | 187.9 |
| 3 | 63.1 |
| 4 | 119.2 |
| 5 | 870.1 |
| 6 | 116.1 |